No. 1
# C7H7ClS2

2 unconnected molecules or ions with the total composition C7H7ClS2 (ωB97M-V/def2-TZVPD, OMol25).

Computed properties:
* LUMO energy (alpha / beta): -1.60 / -0.76 eV
* E_HOMO (alpha / beta): -7.36 / -8.68 eV

```
! RIJCOSX wB97M-V def2-TZVPD def2/J DEFGRID3
* xyz 0 1
C -2.099 -0.725 -0.445
C -1.669 -0.773 0.878
C -1.435 0.086 -1.358
C -0.587 -0.032 1.286
C -0.349 0.832 -0.968
C 0.113 0.787 0.368
C 1.228 1.509 0.807
S 3.066 -1.313 -1.031
S 3.074 -1.048 0.927
Cl 2.160 2.477 -0.206
H -2.947 -1.315 -0.759
H -2.191 -1.399 1.587
H -1.781 0.129 -2.381
H -0.244 -0.082 2.309
H 0.159 1.467 -1.677
H 1.532 1.491 1.842
H 1.971 -2.089 -1.179
*
```

---

No. 2
# C7H7F3N2S

2 unconnected molecules or ions with the total composition C7H7F3N2S in a non-equilibrium geometry (ωB97M-V/def2-TZVPD, OMol25).

Computed properties:
* LUMO energy (alpha / beta): -1.96 / -0.10 eV
* E_HOMO (alpha / beta): -8.25 / -8.60 eV

```
! RIJCOSX wB97M-V def2-TZVPD def2/J DEFGRID3
* xyz 0 1
C 2.113 2.023 -0.407
C 2.126 2.717 0.770
C 1.346 0.346 0.844
C -1.098 -0.189 -1.435
C -0.611 -1.599 -1.521
C -1.166 -1.049 -0.287
C -2.086 -1.358 0.819
N 1.672 0.733 -0.393
N 1.005 -0.839 1.263
F -1.700 -0.719 1.942
F -3.342 -0.940 0.595
F -2.214 -2.703 1.039
S 1.598 1.748 2.084
H 2.061 2.502 -1.321
H 2.400 3.813 0.996
H -0.314 0.534 -1.286
H -1.976 0.106 -2.125
H -1.048 -2.399 -2.161
H 0.518 -1.524 -1.603
H 0.715 -1.203 2.187
*
```

---

No. 3
# C7H7F4NO

A single C7H7F4NO molecule in a non-equilibrium geometry (ωB97M-V/def2-TZVPD, OMol25).

Computed properties:
* LUMO energy: 0.44 eV
* E_HOMO: -9.10 eV

```
! RIJCOSX wB97M-V def2-TZVPD def2/J DEFGRID3
* xyz 0 1
C -1.996 0.839 -0.584
C -0.925 1.311 0.086
C -1.281 -1.524 -0.574
C -2.178 -0.580 -0.775
C 0.142 -0.949 -0.164
C 0.173 0.364 0.615
C -0.112 0.099 2.142
N 1.486 1.040 0.481
O 0.932 -1.943 0.389
F -3.384 -0.831 -1.301
F -1.240 -0.590 2.384
F 0.761 -0.579 2.879
F -0.174 1.291 2.731
H -2.683 1.522 -0.816
H -0.643 2.317 0.473
H -1.274 -2.603 -0.826
H 0.597 -0.910 -1.196
H 1.778 1.462 1.372
H 2.148 0.329 0.094
H 0.865 -1.850 1.374
*
```

---

No. 4
# C7H7FO

A single C7H7FO molecule in a non-equilibrium geometry (ωB97M-V/def2-TZVPD, OMol25).

Computed properties:
* LUMO energy: 0.72 eV
* E_HOMO: -8.17 eV

```
! RIJCOSX wB97M-V def2-TZVPD def2/J DEFGRID3
* xyz 0 1
C 0.828 -1.691 0.236
C -0.571 -1.684 0.003
C 1.536 -0.495 0.432
C -1.385 -0.618 -0.072
C 0.316 1.190 -0.990
C 0.834 0.780 0.356
C -0.733 0.838 0.052
O -1.648 1.641 0.715
F -2.715 -0.815 -0.105
H 1.167 -2.691 0.227
H -1.115 -2.614 0.215
H 2.629 -0.488 0.521
H 0.537 2.201 -1.159
H 0.351 0.360 -1.842
H 1.352 1.547 0.902
H -1.385 2.540 0.511
*
```

---

No. 5
# C7H7InO6S

A molecular structure, C7H7InO6S in a non-equilibrium geometry (ωB97M-V/def2-TZVPD, OMol25).

Computed properties:
* LUMO energy (alpha / beta): -9.67 / -9.68 eV
* E_HOMO (alpha / beta): -16.37 / -16.38 eV

```
! RIJCOSX wB97M-V def2-TZVPD def2/J DEFGRID3
* xyz 2 1
O -1.905 -4.095 -0.172
C -1.693 -3.340 -1.011
In 1.269 0.272 -2.298
O 2.225 -1.791 0.715
C 1.846 -1.345 -0.253
C 2.244 2.067 -1.393
O 2.223 3.031 -0.731
C -0.946 1.222 -2.100
O -1.331 2.350 -2.021
C 2.160 -1.214 -4.177
O 2.638 -1.764 -5.059
H -1.292 0.059 -1.981
C -1.003 1.812 2.307
S 0.064 0.635 1.494
C -0.534 -0.942 2.229
O -0.402 0.603 0.046
H -0.594 2.036 3.305
H -2.007 1.391 2.359
H -0.987 2.694 1.675
H -1.480 -0.710 2.710
H -0.667 -1.631 1.395
H 0.173 -1.340 2.960
*
```

---

No. 6
# C7H7MnO6

A molecular structure, C7H7MnO6 in a non-equilibrium geometry (ωB97M-V/def2-TZVPD, OMol25).

Computed properties:
* LUMO energy (alpha / beta): -18.20 / -18.72 eV
* E_HOMO (alpha / beta): -22.62 / -22.59 eV

```
! RIJCOSX wB97M-V def2-TZVPD def2/J DEFGRID3
* xyz 3 4
O 0.831 1.040 -4.784
C 0.495 0.375 -3.903
Mn -0.919 -0.901 -1.202
O -1.716 1.624 -2.573
C -1.392 0.683 -1.961
C -1.911 -0.829 0.288
O -2.703 -0.666 1.130
C 0.666 -1.475 -0.346
O 1.088 -2.226 0.472
C -1.633 -2.376 -2.078
O -1.896 -3.392 -2.606
H 0.962 -1.105 -1.341
C 0.570 0.615 2.961
C 1.339 1.183 1.796
O 0.376 1.605 0.798
H -0.212 1.351 3.171
H 1.173 0.455 3.860
H 0.084 -0.348 2.775
H 1.892 2.059 2.152
H 2.077 0.484 1.408
H 0.829 1.842 -0.015
*
```

---

No. 7
# C7H7N

2 unconnected molecules or ions with the total composition C7H7N in a non-equilibrium geometry (ωB97M-V/def2-TZVPD, OMol25).

Computed properties:
* LUMO energy: 0.63 eV
* E_HOMO: -9.29 eV

```
! RIJCOSX wB97M-V def2-TZVPD def2/J DEFGRID3
* xyz 0 1
C 0.774 -1.383 0.462
C 0.215 -0.312 1.232
C 0.418 0.917 0.697
C 1.211 1.057 -0.370
C 1.920 0.018 -0.967
C -2.117 0.037 -0.017
C -2.812 -0.296 -0.929
H 0.272 -2.379 0.642
H -0.488 -0.320 2.185
H -0.098 1.838 1.020
H 1.478 2.061 -0.768
H 2.698 0.266 -1.740
H -1.466 0.249 0.818
H -3.549 -0.516 -1.711
N 1.544 -1.237 -0.553
*
```

---

No. 8
# C7H7N2O

A gas-phase ion, C7H7N2O (charge +1) in a non-equilibrium geometry (ωB97M-V/def2-TZVPD, OMol25).

Computed properties:
* LUMO energy: -6.44 eV
* E_HOMO: -13.64 eV

```
! RIJCOSX wB97M-V def2-TZVPD def2/J DEFGRID3
* xyz 1 1
C -1.367 1.193 -0.149
C 2.307 0.297 0.149
C -0.124 0.784 -0.171
C -0.247 -0.713 -0.217
C -2.298 0.061 0.029
C 1.226 1.337 -0.196
C 0.940 -1.750 0.019
N 2.182 -0.968 0.139
N -3.503 -0.169 0.132
O -1.426 -1.129 -0.150
H -1.802 2.216 0.118
H 3.347 0.615 0.558
H 1.476 2.226 0.514
H 1.484 1.910 -1.072
H 0.615 -2.395 0.840
H 1.017 -2.417 -0.836
H -3.826 -1.100 0.293
*
```

---

- Number 5 is which compound?
  C7H7InO6S